Record 1
C8H11ClN2O | wB97M-V/def2-TZVPD

## Properties
LUMO energy: 0.516 eV
energy above the lowest of the compared OMol25 structures with the same formula, charge and spin: 0.0 kcal/mol
2S+1: 1
SMILES: C[C@H](N)COc1ccc(Cl)nc1
gap between HOMO and LUMO: 9.62 eV
net charge: 0

Each line ends with the Mulliken charge.
CARTESIAN COORDINATES (ANGSTROEM)
Cl: -4.45124 -0.20104 0.22176  -0.20
O: 1.33315 0.50679 -0.33064  -0.33
N: -2.25236 1.17753 -0.13648  -0.52
N: 3.86710 1.24646 0.49352  -0.73
C: 4.73572 -0.98422 0.12329  -1.38
C: -1.91104 -1.18325 -0.01285  -0.55
C: 3.59869 -0.02412 -0.19816  0.30
C: -2.70046 -0.01095 0.00577  0.34
C: -0.53605 -1.02537 -0.06142  -0.24
C: 2.19477 -0.58044 -0.09375  -0.76
C: -0.03023 0.27941 -0.18722  0.40
C: -0.91043 1.35498 -0.28009  -0.30
H: 0.19767 -1.80075 -0.09165  0.44
H: 3.02681 1.83584 0.28057  0.32
H: 2.14851 -1.34412 -0.87842  0.39
H: 3.66445 0.16851 -1.26113  0.29
H: 3.76568 1.08644 1.47906  0.27
H: -2.43116 -2.11400 -0.15691  0.36
H: 4.72312 -1.88544 -0.50630  0.36
H: -0.50774 2.36346 -0.28561  0.39
H: 5.76514 -0.53748 -0.07948  0.32
H: 2.06754 -1.01479 0.90539  0.49
H: 4.63688 -1.31841 1.19692  0.32

Forces on atoms 1 to 3 (eV/Å):
Cl 0.6 0.0 -0.1
O -1.5 0.1 0.2
N 1.5 1.6 -0.1

Record 2
C8H11ClNS | wB97M-V/def2-TZVPD

## Properties
LUMO energy: -4.213 eV
energy above the lowest of the compared OMol25 structures with the same formula, charge and spin: 22.8 kcal/mol
2S+1: 1
gap between HOMO and LUMO: 9.09 eV
net charge: +1

Each line ends with the Mulliken charge.
CARTESIAN COORDINATES (ANGSTROEM)
Cl: -2.26743 1.89348 0.47257  -0.15
S: -1.12848 -2.31313 0.33812  -0.11
N: -1.83890 -0.27907 -1.56807  -0.48
C: 2.72993 -0.38982 0.62079  -0.77
C: 3.01533 0.89051 0.17416  -0.42
C: 2.00330 1.66823 -0.36808  -0.83
C: 0.70764 1.19241 -0.42848  -0.26
C: -1.95701 0.20951 1.01701  -0.58
C: 1.44174 -0.87890 0.55051  -0.46
C: 0.39836 -0.08255 0.05766  0.47
C: -0.98068 -0.57314 0.17207  0.78
H: 2.22551 2.65543 -0.74399  0.40
H: -1.54599 0.28380 2.02769  0.38
H: -2.41134 -2.33853 0.71895  0.23
H: -2.16038 0.68882 -1.54070  0.28
H: -0.05976 1.81284 -0.85794  0.27
H: 1.23312 -1.86913 0.92526  0.34
H: 4.01834 1.27845 0.24536  0.42
H: -2.61142 -0.92887 -1.68578  0.33
H: 3.51156 -1.00741 1.03338  0.41
H: -2.93232 -0.27636 1.06143  0.42
H: -1.14017 -0.41878 -2.29318  0.32

Forces on atoms 1 to 3 (eV/Å):
Cl 0.0 -0.2 0.3
S 0.2 -0.2 0.2
N 0.9 0.1 1.1

Record 3
C8H11F9INO4S | wB97M-V/def2-TZVPD

## Properties
LUMO energy: -0.991 eV
energy above the lowest of the compared OMol25 structures with the same formula, charge and spin: 97.3 kcal/mol
2S+1: 1
SMILES: FC(F)C(F)(F)COC(F)(F)C(F)F.O=S(=O)(F)N(O)CCCI
gap between HOMO and LUMO: 8.97 eV
net charge: 0

Each line ends with the Mulliken charge.
CARTESIAN COORDINATES (ANGSTROEM)
I: -7.44986 -1.06220 0.88736  0.04
S: -1.25753 -0.69348 2.22200  1.13
F: 3.51348 -1.27099 -3.45800  -0.28
F: 3.34373 1.33636 -0.62933  -0.26
F: 1.91427 -2.36612 -2.47567  -0.32
F: -0.13844 -1.46316 1.11955  -0.26
F: 5.83198 2.07396 -1.48881  -0.26
F: 4.51553 -0.65268 -0.77187  -0.20
F: 3.14276 3.11362 -1.84956  -0.29
F: 4.45727 -2.73577 -1.36813  -0.29
F: 5.24851 0.38970 -2.73924  -0.20
O: -1.80581 1.24859 0.79804  -0.46
O: 2.52638 1.15813 -2.72676  -0.40
O: -0.40451 0.31914 3.05908  -0.53
O: -1.82174 -1.82677 3.11225  -0.52
N: -2.44227 0.10500 1.20806  0.17
C: 4.93112 1.67116 -2.42274  0.23
C: -6.27467 -0.18821 2.51844  -0.84
C: 1.95507 -0.04195 -2.18890  -0.72
C: 3.49098 1.79814 -1.89493  0.73
C: 2.79117 -1.32725 -2.30788  0.80
C: -3.66332 0.55516 1.98041  -0.71
C: -4.72684 -0.68959 2.31842  -0.45
C: 3.67588 -1.65523 -1.10571  0.16
H: -4.35427 -1.12116 3.36675  0.24
H: -4.60172 -1.58872 1.55408  0.37
H: -6.67292 -0.68468 3.52732  0.35
H: 1.57007 0.11192 -1.17298  0.43
H: -3.36266 1.15314 2.96019  0.29
H: -4.31083 1.32812 1.34096  0.42
H: 5.06838 2.27609 -3.32149  0.22
H: 3.06837 -1.89774 -0.22359  0.24
H: 1.05751 -0.20458 -2.79769  0.40
H: -6.36381 0.97265 2.63531  0.42
H: -2.45125 1.85944 0.33503  0.36

Forces on atoms 1 to 3 (eV/Å):
I 0.3 0.7 0.7
S 3.4 -0.8 6.9
F -0.1 -0.2 0.4

Record 4
C8H11FN2 | wB97M-V/def2-TZVPD

## Properties
LUMO energy (spin up / spin down): -0.021 / -0.021 eV
energy above the lowest of the compared OMol25 structures with the same formula, charge and spin: 43.3 kcal/mol
2S+1: 1
gap between HOMO and LUMO (spin up / spin down): 7.62 / 7.62 eV
net charge: 0

Each line ends with the Mulliken charge.
CARTESIAN COORDINATES (ANGSTROEM)
F: -3.26834 0.63251 1.12093  -0.23
N: -3.82907 -2.91180 0.51541  -0.10
N: -0.37706 -1.11140 0.39105  -0.55
C: 1.79258 -1.71262 1.22339  -1.19
C: 1.49523 -0.78660 -1.06710  -1.00
C: -1.15716 -0.10112 0.35115  0.65
C: -1.25034 1.92630 -1.17626  -1.04
C: -2.57226 -0.21670 0.35932  0.03
C: -0.70784 1.33856 0.12407  -0.65
C: -3.17813 -2.02382 0.88368  -0.06
C: 0.96736 -1.12441 0.11279  0.69
H: -4.38523 -3.66923 0.19560  0.30
H: -1.06567 1.93465 0.96857  0.34
H: 1.78750 -1.04271 2.08364  0.27
H: -2.33818 1.92620 -1.17848  0.35
H: 2.81701 -1.87136 0.90068  0.37
H: 0.38269 1.35355 0.10831  0.40
H: -0.90565 1.34624 -2.02789  0.24
H: -0.90530 2.95190 -1.29271  0.36
H: 2.53868 -0.95517 -1.27338  0.29
H: 1.35510 -2.65811 1.53720  0.30
H: 0.89500 -0.40347 -1.87338  0.25

Forces on atoms 1 to 3 (eV/Å):
F 0.3 0.1 0.4
N 0.3 0.3 0.3
N -1.1 -0.3 0.3

Record 5
C8H11FeNPS | wB97M-V/def2-TZVPD

## Properties
LUMO energy (spin up / spin down): 0.502 / -1.479 eV
energy above the lowest of the compared OMol25 structures with the same formula, charge and spin: 0.0 kcal/mol
expectation value of S²: 8.818
2S+1: 6
gap between HOMO and LUMO (spin up / spin down): 5.11 / 7.21 eV
net charge: 0

Each line ends with the Löwdin spin population.
CARTESIAN COORDINATES (ANGSTROEM)
Fe: -0.03601 -0.23703 -0.19335  2.98
S: -0.41825 1.14021 3.89113  0.26
P: -0.01895 -2.45424 0.37202  0.05
N: 0.07006 0.21895 1.55458  0.23
C: -0.83851 -0.17849 -3.01256  0.08
C: -0.58403 1.20355 -3.14904  0.29
C: -0.63161 -0.90372 -1.86045  0.19
C: -0.94592 0.74284 2.32089  0.46
C: 1.31530 0.17444 2.23991  0.00
C: 1.21405 0.62077 3.52364  0.10
C: -0.00615 1.95744 -2.10784  0.02
C: 0.35386 1.40573 -0.88946  0.25
H: -0.08888 -3.54668 -0.53363  0.01
H: 0.81880 2.14178 -0.19057  0.03
H: -0.85014 -1.99070 -1.96986  0.01
H: -0.80440 1.69378 -4.09853  0.01
H: -0.96366 -2.87688 1.34869  0.01
H: 1.18724 -2.80462 1.03616  0.00
H: -1.22135 -0.69186 -3.90609  0.00
H: 2.02818 0.65720 4.23473  0.00
H: 2.20082 -0.19617 1.72803  0.00
H: 0.17622 3.02476 -2.29511  -0.01
H: -1.95667 0.89893 1.95669  0.03

Forces on atoms 1 to 3 (eV/Å):
Fe 0.3 -0.7 -0.8
S 0.2 0.4 1.2
P 0.1 -1.4 1.0

Record 6
C8H11IO2Si | wB97M-V/def2-TZVPD

## Properties
LUMO energy: -0.865 eV
energy above the lowest of the compared OMol25 structures with the same formula, charge and spin: 40.9 kcal/mol
2S+1: 1
gap between HOMO and LUMO: 6.21 eV
net charge: 0

Each line ends with the Mulliken charge.
CARTESIAN COORDINATES (ANGSTROEM)
I: -4.38210 0.30878 -0.32337  -0.08
Si: -2.11987 -0.73463 -0.59745  0.63
O: -1.83345 -2.03318 0.42834  -0.19
O: -0.86064 1.42187 0.28050  -0.73
C: 2.44035 0.04637 0.07996  -0.72
C: 1.20381 2.62732 0.19061  -0.69
C: -1.21396 -0.90902 -2.29803  -0.91
C: 0.41982 1.46061 0.20929  0.67
C: 3.23244 1.20330 0.17852  -0.46
C: 2.60956 2.45165 0.32312  -0.47
C: 1.07156 0.20392 0.13502  -0.12
C: -2.18645 -2.19787 1.77203  -0.59
H: 4.22707 1.02450 0.17453  0.47
H: 3.35740 3.17362 0.38804  0.37
H: -0.23464 -1.26652 -2.13444  0.35
H: -1.88025 -3.22988 1.84193  0.26
H: 2.95312 -0.98605 0.08734  0.24
H: 0.53386 -0.72840 0.09431  0.38
H: -1.27429 0.12184 -2.68336  0.30
H: 0.61648 3.51164 0.27205  0.42
H: -3.34091 -2.00344 1.85322  0.24
H: -1.66341 -1.70486 2.55893  0.26
H: -1.67549 -1.76157 -2.83111  0.37

Forces on atoms 1 to 3 (eV/Å):
I 1.4 -0.6 -0.2
Si 1.6 0.7 1.3
O 0.4 3.2 -2.6

Record 7
C8H11KN3 | wB97M-V/def2-TZVPD

## Properties
LUMO energy: -2.918 eV
energy above the lowest of the compared OMol25 structures with the same formula, charge and spin: 0.0 kcal/mol
2S+1: 1
gap between HOMO and LUMO: 8.76 eV
net charge: +1

Each line ends with the Mulliken charge.
CARTESIAN COORDINATES (ANGSTROEM)
K: 0.04805 -1.36021 -0.97375  0.90
N: -0.03907 0.73751 -2.46533  -0.17
N: -0.30961 -1.48788 1.64078  -0.36
N: -0.32058 -3.78170 1.93796  -0.49
C: -0.08334 -1.06695 4.38148  -0.32
C: -0.16006 2.84238 -4.02945  -0.19
C: -0.16531 0.02276 3.51306  -0.60
C: -0.27500 -2.51276 2.49422  0.62
C: -0.27371 -0.25066 2.17198  -0.09
C: -0.13860 -2.34323 3.87749  -0.49
C: -0.09097 1.65745 -3.14945  -0.03
C: 1.04979 2.96942 -4.94697  -1.05
H: -0.46245 -4.53652 2.59172  0.25
H: -1.09046 2.74603 -4.59112  0.27
H: -0.13889 1.04236 3.86542  0.38
H: -0.26653 3.70499 -3.37029  0.27
H: 1.97141 3.07191 -4.37712  0.32
H: 0.93515 3.85627 -5.56688  0.31
H: -0.09158 -3.20048 4.53472  0.25
H: 0.01353 -0.91546 5.44870  0.40
H: -0.31866 0.58023 1.47265  0.31
H: -0.93471 -3.88213 1.14436  0.19
H: 1.14158 2.10668 -5.60416  0.33

Forces on atoms 1 to 3 (eV/Å):
K 0.1 -0.3 0.0
N 0.0 0.3 -0.2
N -0.2 0.2 0.5

Record 8
C8H11N | wB97M-V/def2-TZVPD

## Properties
LUMO energy: 1.113 eV
energy above the lowest of the compared OMol25 structures with the same formula, charge and spin: 91.2 kcal/mol
2S+1: 1
SMILES: C=NC[C@H]1C[C@@H]2[C@@H]3[C@H]1[C@H]23
gap between HOMO and LUMO: 9.85 eV
net charge: 0

Each line ends with the Mulliken charge.
CARTESIAN COORDINATES (ANGSTROEM)
N: 1.89837 0.39666 -0.64707  -0.34
C: -0.59833 -0.55264 1.17611  -0.73
C: 2.66145 1.10292 0.24248  -0.32
C: 1.54223 -1.00161 -0.37323  -1.14
C: -2.26162 -0.01458 -0.50932  -0.66
C: -1.61289 0.46164 0.78602  0.02
C: -1.33628 1.21149 -0.34367  -0.53
C: -0.95133 -0.03514 -1.11850  -0.28
C: -0.09577 -1.00379 -0.23646  0.16
H: -0.20692 -2.06508 -0.45794  0.43
H: 1.83437 -1.45507 -1.37387  0.38
H: -1.68757 2.16409 -0.61989  0.37
H: -0.80081 -1.50396 1.72015  0.34
H: 2.98392 2.10928 0.06996  0.32
H: -2.45459 0.89146 1.47863  0.30
H: 3.00098 0.53747 1.30928  0.17
H: -0.78546 0.09201 -2.23414  0.36
H: 1.93108 -1.49106 0.38642  0.60
H: 0.15384 -0.01815 1.81917  0.25
H: -3.21467 0.17404 -1.07413  0.30

Forces on atoms 1 to 3 (eV/Å):
N 3.7 3.1 3.9
C 2.2 -0.9 0.7
C -2.5 -5.8 -0.3